Computed, not measured: 3 unconnected molecules or ions with the total composition C21H26IN3O4PS2 at a distorted geometry, with ωB97M-V/def2-TZVPD.

Last column: Löwdin charge in e.
Element x y z (Å)
1 C -2.93487 -1.50397 -2.37660  0.10
2 H -1.09010 -0.58045 -1.80853  0.16
3 C 3.20728 -3.29044 1.44078  -0.07
4 H -0.84591 1.19934 -3.44026  0.05
5 C -4.40221 -1.34457 -1.66245  -0.48
6 C 5.22581 3.14628 -1.95415  -0.05
7 C 2.38352 -2.33204 2.03365  -0.08
8 H 4.81461 1.09115 -1.48344  0.12
9 H -4.98616 0.67090 -3.33872  -0.10
10 H -1.12116 3.43982 -1.21009  0.10
11 H -3.45663 2.30595 -0.94653  0.13
12 C -5.02013 -0.55539 0.97430  -0.15
13 I -0.53127 3.88109 -4.14493  0.69
14 O 3.78374 -6.87304 3.42821  0.07
15 C 1.94704 -3.82709 3.88444  0.00
16 H -0.21013 1.79151 -1.07776  0.09
17 C 1.75248 -2.59883 3.24969  -0.08
18 S -1.97474 -1.98189 1.95285  0.16
19 N -2.11702 -0.69357 -1.60851  0.06
20 C -1.22635 2.27556 -1.43616  -0.29
21 H 3.28641 5.81163 -1.09581  0.11
22 H 2.23323 -1.37074 1.54528  0.07
23 H -2.56646 -2.12129 -3.30004  0.19
24 C -5.86064 0.49085 1.61871  0.00
25 H -2.33957 2.15972 0.56623  0.11
26 C -2.64386 0.12095 -0.43813  -0.49
27 N 3.01185 -6.06681 3.96692  -0.32
28 H 3.69323 -3.07616 0.49147  0.11
29 C 3.61239 4.77700 -1.17663  -0.06
30 O 2.87995 0.18778 -0.26233  0.06
31 H -2.56357 1.98837 -3.39152  0.05
32 H -5.34016 1.49066 1.94125  0.08
33 C -2.50559 1.75324 -0.53984  -0.17
34 H 4.05921 -5.25648 1.59414  0.12
35 C 3.27233 2.42770 -0.72752  -0.14
36 H 1.11075 -1.84740 3.70476  0.10
37 H -1.45536 0.78899 2.05365  0.03
38 C 4.46685 2.11785 -1.39227  0.01
39 O 1.39118 1.65973 0.39374  -0.01
40 H 1.92102 4.01189 -0.09565  0.12
41 S -5.58173 -0.52990 -2.91421  0.74
42 H 1.44816 -4.01962 4.83176  0.12
43 P -1.55164 -0.29711 1.07144  0.40
44 H -7.01347 0.34023 1.75801  0.09
45 H -0.18367 -0.44426 0.55505  -0.01
46 H -4.66686 -2.45310 -1.37874  0.15
47 H -4.98548 -1.62302 1.50477  0.10
48 C 2.84346 3.75677 -0.61310  0.00
49 C -4.24210 -0.24434 -0.43472  -0.27
50 C -1.45157 2.15709 -3.06679  -0.65
51 C 3.41174 -4.52133 2.06751  0.00
52 O 2.42276 -6.26843 5.03931  0.07
53 N 2.45709 1.34872 -0.15686  -0.31
54 C 2.78310 -4.78357 3.29205  -0.14
55 H 5.38933 5.26827 -2.29292  0.12
56 C 4.79704 4.47032 -1.84830  -0.05
57 H -4.88813 0.66015 -0.86859  0.10
58 H 6.15098 2.91535 -2.47787  0.12

Calculated values
Multiplicity ... 1
Frontier orbital gap ... 6.272 eV
Total charge ... +1
LUMO energy ... -5.033 eV
Energy ... -2715.74174 a.u.

---

Computed, not measured: 17 unconnected molecules or ions with the total composition H36NO16 at a distorted geometry, with ωB97M-V/def2-TZVPD.

Last column: Löwdin charge in e.
Element x y z (Å)
1 H 3.88813 1.83157 1.91974  0.10
2 N 0.07813 -0.14443 -0.09326  0.36
3 H -1.16787 2.34957 -0.15626  -0.05
4 H -3.23087 -3.26143 -1.26526  0.04
5 H -3.31387 -0.14943 -2.16126  0.00
6 H 2.01713 2.68257 0.58874  0.00
7 H -0.68087 2.83757 -1.40226  0.00
8 H -2.94987 -1.03043 -3.30926  0.03
9 O -1.44887 2.43857 -1.05326  -0.02
10 H 0.06913 0.10157 -3.78826  0.07
11 H 1.35913 3.96257 0.00974  0.11
12 H -1.89687 -3.09443 1.45374  0.12
13 H -0.70487 -0.17543 -0.69726  0.09
14 H 0.56313 0.36257 3.84074  0.03
15 O -0.26587 0.87957 -3.27826  -0.06
16 H -1.18087 0.68057 -3.22926  -0.04
17 H 0.55113 -2.38443 -2.79326  0.03
18 H 0.99913 1.84457 3.99874  0.09
19 H 3.15613 0.51857 -1.46326  -0.01
20 H 3.01513 -2.05243 -0.38126  -0.04
21 O -2.63287 -2.52543 -1.35626  -0.08
22 H -0.47587 2.09457 2.25574  0.00
23 H -3.05087 0.12057 3.03374  0.08
24 H -2.02587 -2.55043 -0.56526  -0.04
25 H -4.09887 0.65457 0.34674  0.08
26 O -1.28087 -2.81443 0.72874  -0.03
27 H -2.71087 -0.48743 1.78274  -0.03
28 O 0.70013 1.16657 3.38974  -0.01
29 H 0.70513 0.59457 -0.30326  0.08
30 O 3.09313 1.58557 1.43174  -0.03
31 O -1.18387 2.29157 1.64174  -0.04
32 H -0.28387 0.18457 0.79974  0.09
33 H 1.86213 -1.21443 2.53474  0.06
34 H 3.49413 0.30157 -0.00926  -0.01
35 H 0.52413 -1.79943 2.88774  0.05
36 H 1.70813 2.43957 -1.28226  0.00
37 O 3.10413 -2.96543 -0.15126  -0.05
38 O -2.28287 -0.25943 2.58074  -0.04
39 O 1.20513 3.02757 0.22574  -0.04
40 H 0.48613 -1.08843 -0.06226  0.11
41 H -3.75487 -0.66543 -0.30126  0.02
42 H -1.82887 1.63557 1.81074  -0.01
43 H 2.36213 1.35757 2.01974  0.03
44 O -2.80287 -0.16643 -2.96426  -0.02
45 O 2.07013 1.92057 -2.04226  -0.05
46 O 1.15913 -1.78343 2.14074  -0.06
47 H 2.10813 -2.44443 -2.66026  0.04
48 O 3.26713 -0.14143 -0.80926  -0.03
49 O 1.30413 -2.10943 -2.29926  -0.02
50 H -0.90687 -3.63543 0.38074  0.10
51 H 1.40713 2.03857 -2.67426  -0.01
52 H 3.28613 -3.10343 0.76674  0.02
53 O -3.38187 0.14357 -0.01726  -0.01

Calculated values
Multiplicity ... 1
Frontier orbital gap ... 9.834 eV
Total charge ... +1
LUMO energy ... -3.158 eV
Energy relative to the best compared isomer or geometry (same formula, charge and spin) ... 0.0 kJ/mol
Energy ... -1279.97697 a.u.

---

Computed, not measured: C2H2O2S in the gas phase at a distorted geometry, with ωB97M-V/def2-TZVPD.

Last column: Löwdin charge in e.
Element x y z (Å)
1 S 1.63887 0.37586 -0.58645  0.92
2 C -0.28734 0.04484 -0.58487  -0.43
3 H -0.96411 0.27678 1.67036  0.12
4 O -1.10320 -1.09513 -0.04046  -0.03
5 O 2.40385 -0.18463 0.49663  -0.56
6 C -1.10238 0.17218 0.56694  -0.08
7 H -0.58569 0.41009 -1.52215  0.07

Calculated values
Multiplicity ... 1
Frontier orbital gap (spin up / spin down) ... 7.335 / 9.058 eV
LUMO energy (spin up / spin down) ... -1.414 / -0.217 eV
Energy relative to the best compared isomer or geometry (same formula, charge and spin) ... 460.7 kJ/mol
Energy ... -625.88690 a.u.

---

Computed, not measured: C6H10O2 in the gas phase at a distorted geometry, with ωB97M-V/def2-TZVPD.

Last column: Löwdin charge in e.
Element x y z (Å)
1 H -0.88104 3.36506 -0.85195  0.21
2 H -2.25817 -0.64526 1.12812  0.12
3 C -0.20523 -0.74133 0.17512  -0.27
4 C 0.44966 1.64630 -0.67824  -0.18
5 C -1.41249 -1.28209 0.50102  0.05
6 O 0.11100 3.07382 -0.41269  -0.20
7 H -0.07439 2.46576 1.25324  0.10
8 H -0.44867 0.90109 2.55643  0.10
9 C 0.17080 0.64136 0.49950  -0.29
10 H 1.04041 -1.64251 -1.58735  0.08
11 H 0.87353 -3.57254 -0.15879  0.09
12 H 1.56970 1.69462 -0.92917  0.14
13 O 0.41479 -3.12785 -0.92317  -0.13
14 C -0.31668 1.33660 1.51157  0.03
15 H -1.66491 -2.33209 0.08350  0.08
16 H -0.11249 1.43637 -1.48792  0.07
17 C 0.85537 -1.69312 -0.56169  -0.14
18 H 1.88880 -1.52420 -0.11755  0.13

Calculated values
Multiplicity ... 1
Frontier orbital gap ... 9.720 eV
LUMO energy ... 0.634 eV
Energy relative to the best compared isomer or geometry (same formula, charge and spin) ... 520.5 kJ/mol
Energy ... -384.90416 a.u.

---

Computed, not measured: 11 unconnected molecules or ions with the total composition C43H79N5O24P6 at a distorted geometry, with ωB97M-V/def2-TZVPD.

Last column: Löwdin charge in e.
Element x y z (Å)
1 H -12.63597 -16.33493 -4.25793  0.06
2 C -13.75489 -17.68761 1.09894  -0.09
3 C -18.08612 -17.37061 -3.42647  -0.07
4 H -11.14547 -14.53356 -3.93145  0.11
5 P -17.21002 -21.91000 -1.20975  0.38
6 H -17.61994 -17.00201 -4.40081  0.11
7 H -16.76312 -19.40286 1.23652  0.10
8 H -20.86316 -21.08384 -6.10434  0.09
9 H -18.24447 -24.20558 -8.67573  0.06
10 C -12.42234 -23.45233 -3.75841  -0.05
11 C -20.16033 -20.55727 -5.50361  -0.08
12 H -15.13548 -21.18842 -5.13366  0.08
13 C -12.70394 -16.75092 1.06323  -0.06
14 H -16.33339 -21.54385 -6.48060  0.09
15 O -16.22897 -22.99794 -4.93238  -0.22
16 H -9.34633 -20.35743 -5.94073  0.05
17 H -20.41924 -21.92474 -10.67396  0.11
18 C -9.92286 -16.32073 -5.95605  -0.06
19 O -8.04426 -16.65778 -3.88862  -0.23
20 H -15.25557 -24.43104 -0.95058  0.12
21 C -17.12747 -19.77409 0.25657  -0.08
22 H -21.41889 -22.28499 -9.21975  0.08
23 C -11.75234 -22.58944 -2.86933  -0.08
24 H -22.55116 -16.73220 -5.24786  0.07
25 C -14.88565 -18.94575 -3.82105  -0.18
26 H -8.04911 -19.74230 -10.66782  0.08
27 O -16.98348 -21.23152 0.21127  -0.22
28 O -18.70007 -19.89724 -10.37038  -0.22
29 H -15.60014 -18.62257 -11.49611  0.11
30 H -7.19224 -18.45549 -9.79548  0.10
31 C -10.39467 -23.76206 -4.89174  -0.13
32 H -10.83671 -22.92354 -9.50734  0.08
33 C -13.54990 -18.89034 0.49615  -0.17
34 H -16.86481 -21.05853 -4.86722  0.07
35 H -22.00376 -18.23383 -8.99341  0.09
36 P -19.06014 -20.27369 -9.02591  0.31
37 C -11.52016 -17.10592 0.37394  -0.06
38 C -14.63209 -20.35282 -8.70448  -0.11
39 H -9.50282 -20.34520 -4.02463  0.06
40 H -9.76996 -24.16137 -5.65424  0.09
41 H -14.84215 -18.20002 -9.16547  0.09
42 H -16.51792 -19.31386 -6.83791  0.05
43 H -14.02552 -23.08285 -0.71565  0.06
44 C -14.38333 -15.52875 -3.19637  -0.14
45 O -20.87109 -19.57920 -4.78680  -0.20
46 H -17.08087 -26.34926 -3.56735  0.08
47 O -8.38372 -18.83459 -4.92635  -0.20
48 H -12.07751 -12.54420 -2.61118  0.10
49 H -13.45586 -19.97020 -2.48877  0.08
50 H -19.64658 -23.25286 -2.06659  0.09
51 H -18.37698 -25.83111 -4.61884  0.10
52 N -12.39123 -19.25685 -0.09476  0.06
53 H -19.57216 -24.59406 -0.93589  0.10
54 C -14.94728 -19.21850 -9.46774  -0.11
55 C -13.69126 -19.50208 -3.41967  -0.04
56 O -20.05477 -17.41929 -5.85021  -0.24
57 C -12.20932 -14.51424 -3.55947  -0.06
58 H -9.37982 -16.96718 -6.66825  0.09
59 H -10.84339 -16.05755 -6.48527  0.08
60 H -16.49177 -24.02893 -8.70000  0.07
61 C -8.86980 -20.20667 -4.95610  -0.07
62 C -14.82622 -21.56676 -9.20625  -0.17
63 H -6.72664 -17.44387 -2.53690  0.10
64 O -21.39843 -17.46460 -3.68151  -0.19
65 C -15.67161 -20.83404 -11.12612  -0.16
66 C -16.10991 -21.63989 -5.37150  -0.08
67 O -15.70610 -22.38155 -1.51855  -0.24
68 O -8.59682 -19.48187 -8.65272  -0.20
69 H -15.47457 -23.29664 0.38898  0.09
70 C -9.76241 -22.89034 -9.48480  -0.05
71 O -19.04670 -18.42185 -3.69627  -0.21
72 N -15.34469 -21.85585 -10.40812  0.08
73 H -10.72079 -16.41301 0.28264  0.09
74 O -17.67255 -21.01061 -2.26530  -0.21
75 C -12.81475 -18.76816 -5.56103  -0.06
76 H -12.23214 -24.56476 -5.59584  0.10
77 O -10.55604 -20.25688 -10.02512  -0.22
78 O -16.16741 -25.46498 -5.06938  -0.21
79 O -17.91171 -20.15018 -7.96911  -0.23
80 N -15.11945 -18.46564 -5.04118  0.07
81 H -12.23641 -22.08553 -2.02890  0.09
82 C -17.37688 -25.53623 -4.21934  -0.06
83 H -6.81366 -20.19024 -9.42488  0.10
84 H -17.38858 -17.69264 -2.65483  0.07
85 H -12.04360 -19.16862 -9.06439  0.05
86 H -6.42613 -15.77036 -2.96568  0.09
87 C -15.05783 -23.33244 -0.63895  -0.09
88 C -7.23570 -16.47707 -2.70330  -0.07
89 O -17.93541 -23.30135 -0.97295  -0.21
90 H -11.65777 -19.86814 -4.16998  0.09
91 O -9.49645 -18.37781 -2.68689  -0.21
92 H -22.72885 -15.90273 -3.69231  0.11
93 H -13.50234 -23.44631 -3.53012  0.11
94 H -23.39620 -17.56070 -4.03610  0.08
95 H -15.74824 -19.07554 -3.18011  0.09
96 C -17.34401 -18.93631 -7.42960  -0.06
97 N -14.82878 -14.46518 -2.58984  0.07
98 H -14.21853 -20.25095 -7.68196  0.11
99 O -14.76539 -24.16102 -6.76327  -0.20
100 H -10.46571 -18.66758 -0.65398  0.10
101 H -14.37450 -19.63002 0.34306  0.10
102 H -18.69051 -16.57867 -2.95601  0.09
103 C -11.40201 -18.38632 -0.10610  -0.17
104 H -17.25872 -18.23525 -8.24098  0.09
105 C -14.08242 -18.27294 -5.83331  -0.17
106 H -7.98219 -20.84315 -4.85259  0.09
107 H -7.85367 -16.03734 -1.94175  0.08
108 H -19.37420 -20.09125 -6.10917  0.06
109 C -20.94329 -18.34896 -9.19505  -0.05
110 H -14.50816 -22.44342 -8.66141  0.09
111 C -7.61923 -19.47526 -9.70409  -0.07
112 H -17.50980 -24.61601 -3.64623  0.07
113 C -19.29640 -23.52737 -1.05586  -0.13
114 H -12.02174 -18.59075 -6.24107  0.07
115 C -11.69696 -19.31366 -10.07020  -0.04
116 H -9.40243 -23.81470 -9.10777  0.08
117 N -9.70085 -23.00276 -4.00863  0.07
118 O -19.44909 -21.81085 -8.83608  -0.22
119 H -18.03108 -18.37825 -6.77771  0.07
120 P -9.10439 -17.82542 -3.96893  0.27
121 H -20.15935 -23.42241 -9.84007  0.08
122 H -9.51535 -15.31418 -5.58275  0.11
123 H -20.68738 -18.32962 -10.24852  0.08
124 C -12.63416 -19.42212 -4.33395  -0.03
125 H -14.37673 -12.73927 -1.83072  0.08
126 O -17.37416 -24.25303 -6.89116  -0.22
127 P -15.96966 -24.18157 -5.98958  0.42
128 H -19.61370 -21.12649 -4.75106  0.09
129 C -20.43956 -22.38602 -9.63722  -0.12
130 H -11.43787 -18.32911 -10.46283  0.10
131 C -13.10618 -15.55958 -3.73440  -0.05
132 H -9.87930 -21.80351 -2.31572  0.11
133 C -15.45045 -19.43585 -10.75702  -0.04
134 P -9.84621 -20.38068 -8.60163  0.31
135 O -9.25739 -21.85419 -8.57921  -0.21
136 H -16.47942 -19.39656 -0.48539  0.04
137 H -9.38977 -22.63383 -10.49201  0.10
138 C -12.66557 -13.42054 -2.80882  -0.06
139 H -16.13116 -21.00436 -12.07920  0.10
140 H -12.49189 -19.77925 -10.62404  0.07
141 H -14.63047 -17.51922 1.76446  0.11
142 O -10.72650 -20.02529 -7.49654  -0.23
143 H -20.49335 -17.47631 -8.71795  0.08
144 H -19.87127 -22.98755 -0.25917  0.11
145 H -15.01911 -16.38748 -3.32273  0.08
146 C -22.58572 -16.89286 -4.20318  -0.08
147 C -17.32611 -24.53767 -8.22033  -0.16
148 H -12.92103 -15.72349 1.42606  0.11
149 C -11.74205 -24.00838 -4.80673  -0.07
150 P -20.30094 -18.11787 -4.57138  0.32
151 H -17.28858 -25.66214 -8.39401  0.11
152 O -10.21260 -17.06496 -4.72892  -0.24
153 O -20.38376 -19.56023 -8.59557  -0.22
154 C -10.40545 -22.42733 -3.03104  -0.19
155 C -13.95324 -13.53801 -2.33531  -0.19
156 H -18.15474 -19.41510 -0.00994  0.11
157 H -14.27651 -17.65781 -6.70023  0.11

Calculated values
Multiplicity ... 1
Frontier orbital gap ... 9.586 eV
LUMO energy ... 0.530 eV
Energy relative to the best compared isomer or geometry (same formula, charge and spin) ... 39.9 kJ/mol
Energy ... -5813.98699 a.u.